This record from the Open Molecules 2025 dataset describes an isolated molecule of CHN3O2 in a non-equilibrium geometry. The level of theory is wB97M-V/def2-TZVPD.

```
7
Properties=species:S:1:pos:R:3:forces:R:3:lowdin_charge:R:1
C 0.97133 0.23989 -0.02058 4.3 -3.0 -1.0 -0.566
H -1.42430 -1.11516 0.50436 -1.2 1.3 -0.9 0.161
N 0.08816 1.28061 -0.03507 1.0 3.1 0.5 0.110
N -1.05438 0.89861 -0.05085 -2.1 -2.3 -0.4 0.080
N -1.03917 -0.53101 -0.27609 0.0 -0.8 2.2 0.040
O 2.16917 0.13803 -0.12999 -0.9 1.7 0.5 0.133
O 0.28919 -0.91096 0.00822 -1.0 -0.1 -0.8 0.042
```
Forces are in eV/Å.

## Properties
net charge: 0
LUMO: -0.877 eV
ΔE to the lowest compared entry with this formula, charge and spin: 56.3 kcal/mol
total energy: -9614.9628 eV
spin multiplicity: 1